Model a:
{"formula": "C9H10N2O2", "method": "wB97M-V/def2-TZVPD", "homo_ev": [-9.0, -9.0], "lumo_ev": [-0.6845, -1.0224], "homo_lumo_gap_ev": [8.33, 7.95], "elements": ["C", "C", "C", "C", "C", "C", "C", "C", "C", "N", "N", "O", "O", "H", "H", "H", "H", "H", "H", "H", "H", "H", "H"], "positions_angstrom": [[1.00171, -0.37148, -0.05246], [0.83806, 0.97822, -0.26982], [2.35786, -0.47689, 0.23146], [-1.43045, -1.28340, -0.53904], [-2.09630, -0.22430, -0.07986], [-3.56447, -0.26140, 0.10031], [-0.46650, 1.74432, -0.56470], [-1.59447, 1.12531, 0.34360], [3.18916, -1.64337, 0.57564], [2.97281, 0.67697, 0.34802], [2.05878, 1.60215, 0.00726], [-4.24158, 0.63885, 0.49615], [-1.77978, -2.51369, -0.89037], [-3.93317, -1.27915, -0.17327], [-0.63828, 2.87533, -0.34668], [-0.81265, 1.61639, -1.68879], [-2.44589, 1.85455, 0.33748], [-1.27832, 1.01365, 1.32668], [3.47208, -1.90591, 1.63387], [3.00968, -2.54147, 0.09536], [4.11751, -1.21310, 0.17875], [2.19710, 2.64952, 0.15648], [-0.93288, -3.06114, -1.22608]], "lowdin_charge": [0.133, -0.265, -0.426, -0.025, -0.216, -0.246, -0.116, -0.176, -0.055, 0.057, 0.008, 0.065, 0.034, 0.129, 0.130, 0.144, 0.121, 0.101, 0.097, 0.038, 0.076, 0.189, 0.206]}

***

Model b:
{"formula": "C9H10N2O2", "method": "wB97M-V/def2-TZVPD", "homo_ev": -8.4, "smiles": "N[C@]12Cc3ccccc3N[C@@]1(O)O2", "lumo_ev": 0.7321, "homo_lumo_gap_ev": 9.15, "elements": ["C", "C", "C", "C", "C", "C", "C", "C", "C", "N", "N", "O", "O", "H", "H", "H", "H", "H", "H", "H", "H", "H", "H"], "positions_angstrom": [[3.04249, 0.55736, 0.01410], [3.17681, -0.83179, 0.20032], [1.78627, 1.16235, -0.15252], [2.00841, -1.64006, 0.02324], [0.59434, 0.45824, -0.07419], [0.77532, -0.97973, -0.13206], [-1.67234, -0.93172, 0.02056], [-0.68075, 1.24928, -0.17692], [-1.97285, 0.61061, 0.28793], [-0.38812, -1.82232, -0.13833], [-3.17250, 1.10446, -0.30534], [-1.98625, -0.40299, 1.27572], [-2.71303, -1.75616, -0.44684], [3.96400, 1.24454, 0.11664], [4.01551, -1.40950, 0.37154], [1.95312, 2.26840, -0.22264], [1.87143, -2.75218, -0.00722], [-0.35648, 2.17940, 0.30974], [-0.75464, 1.48779, -1.21019], [-0.25381, -2.43660, 0.64400], [-3.98202, 0.89313, 0.24701], [-2.41340, -2.62302, -0.33307], [-3.34928, 0.82966, -1.25781]], "lowdin_charge": [-0.105, -0.074, -0.073, -0.025, -0.141, -0.203, -0.377, -0.068, -0.351, 0.111, 0.120, 0.094, 0.052, 0.124, 0.067, 0.126, 0.125, 0.122, 0.124, 0.111, 0.088, 0.056, 0.095]}

***

Verdict on stability: model a comes out at the bottom.

***

Model a:
{"formula": "C4H11N3O2", "method": "wB97M-V/def2-TZVPD", "homo_ev": -8.9, "smiles": "[H]/N=C(/N)NC.CC(=O)O", "lumo_ev": 0.6737, "homo_lumo_gap_ev": 9.56, "elements": ["C", "C", "N", "N", "N", "H", "H", "H", "H", "H", "H", "H", "H", "C", "C", "O", "O", "H", "H", "H"], "positions_angstrom": [[1.00113, -0.83305, 1.67338], [1.97832, 0.90237, 0.07406], [1.59166, 2.24482, -0.34426], [0.83547, 0.34951, 0.82531], [3.06332, 0.21594, -0.31281], [1.16786, 2.86852, 0.37312], [1.51530, 2.35100, -1.40855], [0.25522, 1.11343, 1.23921], [3.27885, -0.80503, -0.25755], [-0.10456, -0.85441, -0.44903], [0.06866, -1.44844, 1.60535], [1.29656, -0.54521, 2.78882], [1.88041, -1.31835, 1.12356], [-3.10524, -0.77507, -1.31484], [-1.93434, -0.22428, -0.48695], [-1.79492, 0.44130, 0.54422], [-0.88914, -0.93438, -0.92494], [-2.75311, -0.74062, -2.40580], [-3.99708, -0.25633, -1.25980], [-3.35433, -1.75170, -1.08251]], "lowdin_charge": [-0.110, -0.456, 0.053, -0.127, 0.071, 0.092, 0.122, 0.114, 0.039, 0.031, 0.080, 0.117, 0.076, 0.023, -0.484, 0.046, 0.081, 0.121, 0.050, 0.060]}

***

Model b:
{"formula": "C4H11N3O2", "method": "wB97M-V/def2-TZVPD", "homo_ev": -9.6, "smiles": "[H]/N=C\\N=C.NCC(O)O", "lumo_ev": 0.7832, "homo_lumo_gap_ev": 10.39, "elements": ["C", "C", "N", "O", "O", "H", "H", "H", "H", "H", "H", "H", "C", "C", "N", "N", "H", "H", "H", "H"], "positions_angstrom": [[-0.08465, 1.01285, -1.04244], [-1.42198, 1.45442, -0.42057], [-2.50488, 0.68397, -1.03551], [1.00475, 1.54202, -0.37621], [-0.03765, -0.40639, -1.04464], [1.01420, 1.19943, 0.54257], [-0.96554, -0.68841, -1.12311], [-0.00872, 1.38208, -2.07620], [-3.36267, 0.76491, -0.50359], [-2.69572, 1.01730, -1.97476], [-1.39036, 1.21006, 0.64432], [-1.51984, 2.54222, -0.51895], [1.80886, -0.96582, 1.69135], [1.60651, -2.43241, 0.19524], [1.39728, -2.48919, 1.40767], [0.98166, -0.06503, 2.00917], [0.04023, -0.39381, 2.21061], [2.83596, -1.03889, 2.02376], [2.05678, -1.27757, 0.00567], [1.24577, -3.05176, -0.61440]], "lowdin_charge": [-0.483, -0.204, -0.003, -0.013, -0.050, 0.043, 0.076, 0.149, 0.075, 0.082, 0.113, 0.118, -0.280, -0.125, 0.013, 0.097, 0.075, 0.123, 0.115, 0.079]}

***

Model c:
{"formula": "C4H11N3O2", "method": "wB97M-V/def2-TZVPD", "homo_ev": -9.4, "smiles": "[H]/N=C(\\N)NC.CC(=O)O", "lumo_ev": 0.4473, "homo_lumo_gap_ev": 9.85, "elements": ["C", "C", "N", "N", "N", "H", "H", "H", "H", "H", "H", "H", "H", "C", "C", "O", "O", "H", "H", "H"], "positions_angstrom": [[-0.77567, 0.21599, 1.34336], [0.05178, 2.42779, 1.44807], [-0.05995, 2.55755, 2.71117], [-0.81403, 1.57821, 0.69964], [0.93202, 3.31251, 0.77867], [1.44636, -1.46782, -2.28001], [0.64592, 2.97079, 3.30871], [-1.71950, 1.98638, 0.95559], [1.92027, 3.16846, 1.00388], [1.10832, 3.13081, -0.22336], [-0.90332, -0.55074, 0.55293], [-1.49782, 0.10259, 2.13582], [0.25086, 0.03065, 1.76016], [-0.57774, -2.67549, -2.44944], [0.51478, -2.95174, -1.48656], [1.71858, -2.27814, -1.83096], [0.45721, -3.64572, -0.52993], [-1.38790, -3.39252, -2.18800], [-0.25308, -2.81488, -3.45789], [-1.05708, -1.70467, -2.25183]], "lowdin_charge": [-0.108, -0.574, 0.121, -0.049, 0.080, 0.091, 0.049, 0.110, 0.084, 0.081, 0.060, 0.065, 0.091, -0.008, -0.552, 0.046, 0.132, 0.104, 0.080, 0.097]}

***

Model d:
{"formula": "C4H11N3O2", "method": "wB97M-V/def2-TZVPD", "homo_ev": -9.2, "smiles": "[H]/N=C(/N)NC.CC(=O)O", "lumo_ev": 0.7117, "homo_lumo_gap_ev": 9.91, "elements": ["C", "C", "O", "O", "H", "H", "H", "C", "C", "N", "N", "N", "H", "H", "H", "H", "H", "H", "H", "H"], "positions_angstrom": [[2.01899, -1.16377, -0.99279], [1.18577, -2.38724, -0.77841], [0.63827, -2.96225, -1.89178], [0.88018, -2.60225, 0.39915], [1.21247, -0.18732, -0.61656], [2.59054, -0.74833, -1.98850], [2.58167, -1.07725, -0.13965], [0.51696, 1.99844, 1.11617], [-1.57332, 0.73475, 0.19912], [-2.08570, -0.02611, -0.72016], [-0.14832, 0.73588, 0.60882], [-2.37356, 1.75063, 0.69652], [-1.67603, -0.74460, -1.27126], [0.24528, -3.77477, -1.73679], [-0.10831, 0.13946, 1.45342], [-2.66411, 1.85205, 1.64193], [-3.43557, 1.72424, 0.34537], [-0.13793, 2.86585, 1.17475], [1.38183, 2.23418, 0.48710], [0.95091, 1.63841, 2.01356]], "lowdin_charge": [-0.038, -0.554, 0.109, 0.038, 0.148, 0.131, 0.020, -0.088, -0.509, 0.126, -0.063, 0.059, 0.020, 0.073, 0.114, 0.064, 0.154, 0.069, 0.068, 0.059]}

***

Verdict on stability: model b comes out at the bottom.

***

Model a:
{"formula": "C5H13N2", "method": "wB97M-V/def2-TZVPD", "homo_ev": [-18.6, -18.6], "lumo_ev": [-7.3244, -12.4146], "homo_lumo_gap_ev": [11.31, 6.23], "spin_multiplicity": 2, "total_charge": 2, "elements": ["N", "C", "C", "C", "H", "H", "H", "H", "H", "H", "H", "C", "C", "N", "H", "H", "H", "H", "H", "H"], "positions_angstrom": [[-2.39486, -1.99676, -0.43308], [-1.16165, -1.22978, -0.43534], [0.22797, -1.19351, 1.72350], [-0.78848, -0.77835, 0.95689], [-2.71185, -2.22893, -1.38825], [-3.17804, -1.47021, -0.01844], [-1.32438, -0.33725, -1.07521], [-0.33486, -1.80177, -0.87030], [0.26644, -0.83646, 2.74539], [0.99186, -1.88079, 1.37577], [-1.52108, -0.08773, 1.37493], [0.91183, 1.95059, -0.53994], [1.20987, 1.58651, -1.77857], [1.63666, 1.35653, 0.59601], [0.15788, 2.66502, -0.23385], [0.55682, 1.86019, -2.59983], [2.07551, 0.96539, -1.99383], [1.04866, 0.53706, 0.94040], [2.51426, 0.95383, 0.25614], [1.81744, 1.96643, 1.39762]], "lowdin_charge": [0.354, -0.163, 0.056, -0.171, 0.181, 0.178, 0.170, 0.152, 0.102, 0.101, 0.125, -0.145, 0.091, 0.185, 0.132, 0.095, 0.094, 0.104, 0.174, 0.185]}

***

Model b:
{"formula": "C5H13N2", "method": "wB97M-V/def2-TZVPD", "homo_ev": [-19.0, -19.0], "lumo_ev": [-6.7568, -11.5381], "homo_lumo_gap_ev": [12.24, 7.46], "spin_multiplicity": 2, "total_charge": 2, "elements": ["C", "C", "C", "C", "C", "N", "N", "H", "H", "H", "H", "H", "H", "H", "H", "H", "H", "H", "H", "H"], "positions_angstrom": [[0.20656, 0.23652, -2.25988], [0.87816, -0.35252, -0.97117], [-0.07733, -1.13911, -0.06964], [-0.81616, -0.32738, 0.94342], [-0.72483, 0.95000, 1.24500], [-1.51957, 1.43156, 2.44061], [2.06078, -1.06591, -1.33516], [-0.06096, -0.60126, -2.90427], [0.87341, 0.93960, -2.74669], [-0.73406, 0.67447, -1.91408], [1.33580, 0.51133, -0.42586], [0.47431, -1.92369, 0.45325], [-0.73573, -1.72951, -0.71722], [-1.47284, -0.92052, 1.58093], [-0.26314, 1.79225, 0.74451], [-1.73745, 2.42800, 2.36166], [-1.00881, 1.27622, 3.31864], [-2.40873, 0.92382, 2.46622], [2.50279, -0.85649, -2.23525], [2.11911, -2.08306, -1.19016]], "lowdin_charge": [0.025, -0.362, -0.116, -0.046, -0.043, 0.220, 0.349, 0.106, 0.103, 0.105, 0.186, 0.140, 0.151, 0.144, 0.137, 0.181, 0.189, 0.177, 0.176, 0.179]}

***

Verdict on stability: model a comes out at the bottom.